{
  "formula": "C33H28BrClCoN4O4P",
  "method": "ωB97M-V/def2-TZVPD",
  "elements": ["Co", "C", "O", "C", "C", "C", "Br", "C", "C", "C", "O", "C", "N", "C", "C", "C", "C", "C", "C", "N", "H", "H", "H", "H", "H", "H", "H", "H", "H", "H", "H", "N", "N", "C", "O", "O", "H", "H", "H", "Cl", "C", "C", "C", "C", "C", "C", "P", "C", "C", "C", "C", "C", "C", "C", "C", "C", "C", "C", "C", "H", "H", "H", "H", "H", "H", "H", "H", "H", "H", "H", "H", "H", "H"],
  "xyz": [[-0.1723, -0.1405, 0.2213], [2.2703, -0.4784, 2.8545], [2.0372, -0.1521, 1.4787], [3.1354, -0.0665, 0.6776], [4.4404, -0.0694, 1.1410], [5.4842, -0.0512, 0.2277], [7.2576, -0.0678, 0.8779], [5.2546, -0.0308, -1.1287], [3.9426, -0.0013, -1.6046], [2.8987, -0.0140, -0.6938], [1.5628, -0.0086, -1.1034], [3.7377, -0.0442, -3.0564], [4.5000, -0.7244, -3.8570], [4.0245, -0.4738, -5.1303], [4.4853, -0.9414, -6.3602], [3.8413, -0.4982, -7.4969], [2.7630, 0.3958, -7.4265], [2.2863, 0.8594, -6.2160], [2.9275, 0.3970, -5.0730], [2.7208, 0.6207, -3.7201], [2.7845, 0.3365, 3.3649], [2.8550, -1.3948, 2.9339], [1.2925, -0.6300, 3.2977], [4.6607, -0.1081, 2.1969], [6.0684, -0.0439, -1.8389], [1.4814, -0.4677, -1.9505], [5.3266, -1.6197, -6.4078], [4.1781, -0.8342, -8.4686], [2.3003, 0.7334, -8.3447], [1.4623, 1.5568, -6.1636], [2.1917, 1.3854, -3.3343], [-0.6871, 1.0572, 1.9276], [-1.0186, 0.1311, 2.9355], [-1.2038, -1.2136, 2.5540], [-1.7842, -1.9585, 3.3055], [-0.6877, -1.5280, 1.4004], [0.0486, 1.6672, 2.2708], [-1.4904, 1.6323, 1.6833], [-1.6284, 0.4549, 3.6716], [-0.8259, 1.9129, -1.2566], [-1.1745, 1.0870, -2.7783], [-1.2357, 1.8699, -3.9159], [-1.5170, 1.2577, -5.1296], [-1.7055, -0.1150, -5.1959], [-1.6499, -0.8790, -4.0413], [-1.3981, -0.2906, -2.8035], [-1.4497, -1.2051, -1.2327], [-3.1937, -1.2731, -0.7881], [-3.5509, -2.0412, 0.3228], [-4.8717, -2.0673, 0.7395], [-5.8336, -1.3306, 0.0593], [-5.4761, -0.5659, -1.0426], [-4.1566, -0.5311, -1.4673], [-0.9352, -2.9002, -1.5496], [-1.7713, -3.7921, -2.2221], [-1.3401, -5.0818, -2.4812], [-0.0767, -5.4879, -2.0657], [0.7479, -4.6107, -1.3778], [0.3188, -3.3188, -1.1118], [-1.0815, 2.9390, -3.8518], [-1.5815, 1.8599, -6.0264], [-1.9061, -0.5890, -6.1470], [-1.8115, -1.9488, -4.0926], [-2.8002, -2.6020, 0.8658], [-5.1429, -2.6599, 1.6028], [-6.8636, -1.3523, 0.3903], [-6.2249, 0.0062, -1.5744], [-3.8898, 0.0662, -2.3320], [-2.7653, -3.4810, -2.5229], [-1.9907, -5.7741, -2.9991], [0.2580, -6.4970, -2.2662], [1.7214, -4.9359, -1.0344], [0.9439, -2.6531, -0.5308]],
  "forces_ev_per_a": [[0.062, -0.068, 0.522], [-0.068, -0.067, 0.050], [-0.082, 0.162, -0.055], [0.152, -0.060, -0.034], [-0.041, -0.023, 0.105], [0.120, 0.009, 0.003], [-0.076, 0.000, -0.035], [0.022, 0.006, -0.063], [0.022, -0.008, 0.195], [-0.089, 0.002, -0.041], [0.025, -0.167, 0.174], [-0.075, -0.061, -0.303], [0.140, -0.070, 0.157], [-0.174, 0.122, -0.133], [0.012, -0.012, -0.003], [0.065, -0.046, -0.016], [-0.035, 0.036, 0.015], [-0.068, 0.002, 0.039], [0.131, -0.151, -0.034], [-0.025, 0.113, 0.143], [0.014, 0.029, -0.023], [0.006, -0.005, -0.026], [0.010, 0.003, 0.007], [-0.026, 0.013, -0.012], [-0.017, -0.001, -0.003], [0.047, 0.009, -0.188], [-0.011, 0.010, -0.003], [0.003, -0.004, 0.018], [-0.004, 0.004, 0.018], [-0.063, 0.026, -0.012], [0.002, 0.020, 0.007], [-0.146, 0.115, -0.018], [0.042, -0.029, 0.077], [-0.247, 0.135, 0.078], [0.071, -0.086, -0.006], [0.332, 0.053, -0.279], [0.030, 0.018, -0.097], [-0.002, 0.026, 0.041], [-0.025, -0.029, -0.015], [-0.005, -0.060, -0.101], [-0.037, -0.117, -0.057], [-0.012, 0.039, 0.002], [0.056, -0.006, -0.016], [-0.005, 0.017, -0.028], [-0.002, -0.043, 0.007], [0.042, 0.199, 0.065], [-0.001, -0.158, -0.101], [-0.015, 0.114, 0.065], [-0.029, -0.014, 0.005], [0.018, -0.002, 0.000], [0.023, 0.015, -0.024], [-0.075, -0.001, 0.031], [-0.004, 0.008, -0.049], [0.015, 0.041, -0.070], [-0.016, 0.017, 0.019], [0.030, -0.023, 0.000], [-0.047, 0.023, -0.016], [0.049, -0.002, 0.022], [-0.025, -0.058, -0.061], [0.005, -0.022, -0.002], [0.015, -0.003, 0.010], [0.002, -0.003, 0.012], [0.023, 0.040, -0.021], [-0.037, -0.024, -0.019], [-0.011, 0.003, -0.005], [0.004, -0.002, -0.010], [-0.003, -0.009, 0.007], [-0.007, -0.025, 0.048], [-0.010, -0.026, 0.013], [0.009, 0.006, 0.006], [-0.006, 0.005, 0.002], [-0.020, 0.004, -0.003], [0.041, 0.041, 0.014]],
  "lowdin_spin": [1.038, 0.000, 0.004, 0.000, 0.000, 0.000, 0.000, 0.000, 0.001, 0.000, 0.014, 0.000, 0.000, 0.000, 0.000, 0.000, 0.000, 0.000, 0.000, 0.000, 0.000, 0.000, 0.000, 0.000, 0.000, 0.000, 0.000, 0.000, 0.000, 0.000, 0.000, 0.007, 0.000, -0.002, -0.009, -0.052, 0.003, 0.000, 0.000, 0.017, 0.000, 0.001, 0.000, 0.000, -0.001, -0.002, -0.018, -0.004, -0.002, 0.000, -0.002, 0.000, -0.002, 0.003, 0.000, 0.000, 0.000, 0.000, 0.002, 0.000, 0.000, 0.000, 0.000, 0.000, 0.000, 0.000, 0.000, 0.000, 0.000, 0.000, 0.000, 0.000, 0.001],
  "gap_ev": [7.392, 8.110],
  "spin_multiplicity": 2,
  "total_charge": 1,
  "e_above_lowest_kcal_mol": 8.2,
  "fmax_ev_per_a": 0.531
}